Computed, not measured: a structure of composition FH10O5Sn at a distorted geometry, with ωB97M-V with the def2-TZVPD basis set.

```
17
Properties=species:S:1:pos:R:3:mulliken_charge:R:1
H -8.1330 11.5420 19.1900 0.3409
O -9.0930 13.0280 22.5300 -0.6057
O -8.6750 10.2940 21.6300 -0.6617
H -5.6540 10.4800 21.5720 0.4040
H -7.7890 10.7240 21.4840 0.3954
H -8.6600 12.2520 22.2640 0.3994
H -6.8720 10.9440 23.2460 0.1916
H -7.3340 9.6770 23.8830 0.3620
F -6.6920 11.7810 21.7280 -0.8848
Sn -5.8470 13.9740 22.2890 1.6306
H -6.9710 11.8260 20.2080 0.3364
H -9.5030 13.3850 21.7980 0.3409
O -6.7600 10.4000 23.9850 -0.6049
O -5.0370 9.7330 21.5330 -0.6476
H -5.0900 9.3240 22.4060 0.3555
H -8.4410 9.4280 22.0210 0.3028
O -7.1980 11.7480 19.2480 -0.6549
```

Its net charge is +1. The calculation puts the energy at -695.981240 hartree. Its energy above the lowest of the compared OMol25 structures with the same formula, charge and spin is 16.9 kcal/mol. The calculation puts the molar mass at 227.784 g/mol.


Computed, not measured: an isolated molecule of C6H12 at a distorted geometry, with ωB97M-V with the def2-TZVPD basis set.

```
18
Properties=species:S:1:pos:R:3:mulliken_charge:R:1
H -0.2384 0.8498 -0.6033 -0.1649
H 1.0635 -1.7547 -1.2393 0.3934
C 0.7755 -1.2587 -0.3233 -0.5733
C 1.9245 0.7099 -0.5430 -0.8851
H -2.8358 0.6240 0.9309 0.3481
C -1.1228 0.2514 -0.3874 0.2062
H -2.0773 2.0693 0.2109 0.3496
H 1.3774 -0.1883 1.4308 0.2339
H -1.6666 0.1426 -1.3291 0.3539
H -1.2658 1.2124 1.5270 0.3061
H 1.2730 0.9243 -1.3706 0.4000
H 2.6846 -0.9167 0.4489 0.3021
C 1.7061 -0.4220 0.4101 -0.2436
H 2.9613 0.9809 -0.7463 0.2893
H -0.7153 -1.2010 1.1828 0.2998
C -0.6600 -1.1490 0.0806 -0.5868
C -1.8854 1.0754 0.6322 -1.3711
H -1.2985 -1.9497 -0.3119 0.3425
```

The calculation puts the energy at -235.660201 hartree. Its energy above the lowest of the compared OMol25 structures with the same formula, charge and spin is 99.2 kcal/mol. The calculation puts the molar mass at 84.162 g/mol.


Computed, not measured: a structure of composition C34H57N4OP2Zr at a distorted geometry, with ωB97M-V with the def2-TZVPD basis set.

```
99
Properties=species:S:1:pos:R:3:mulliken_charge:R:1
H 1.5860 4.0296 1.1776 0.9499
H 1.8171 3.5104 -3.6611 0.5103
C 3.8555 -0.5678 -1.1106 -1.7178
H -0.4147 4.4270 1.4678 0.3105
H -4.2914 -0.4534 4.0438 0.4525
P 0.9750 1.8684 2.2230 1.9121
C 0.5626 -1.2837 -4.3581 -1.8247
H 1.6882 4.6243 3.1726 0.2790
H 2.9757 2.9621 1.2474 0.6877
P -0.6895 -2.0329 -1.9782 0.4768
C -2.6383 -2.3394 -1.8910 2.1240
C -3.3678 -1.5253 -2.9525 -1.8243
C -0.7869 2.4233 4.2908 -1.3328
N -6.0059 1.3345 3.0623 -0.4250
C -4.7950 1.0372 2.5351 0.7420
H -4.3016 -2.1990 -0.5419 0.7634
C 1.5940 2.5893 -0.4099 0.5804
N 0.8023 1.5189 -0.6018 0.7004
C -3.9608 0.0729 3.1485 -0.8756
C 0.5754 0.9459 -1.8311 1.3616
C -4.3367 1.6863 1.3686 -1.0060
C 3.4505 0.5825 2.3277 -1.5379
H 1.3747 -1.0399 2.9242 0.2414
O -0.6097 -3.4594 1.2427 -0.1962
H -1.6355 3.1688 1.7751 0.1281
C 1.9872 3.3296 -1.5156 -0.8408
H -3.9430 -4.0546 -2.0230 0.4998
H -1.3721 3.1674 4.8526 0.5287
H 4.0393 1.4597 2.0273 0.3741
H 0.7079 -0.1693 4.3340 0.2789
H -3.2026 -0.8300 -0.4011 0.3744
H 2.5581 4.2329 -1.3519 0.6436
C -3.2361 -1.9126 -0.5499 -2.2344
H 1.1986 -1.5808 -5.2037 0.5022
C -0.3434 -0.2521 -1.8152 -1.8427
C 1.6217 -0.3553 3.7528 -1.6294
C 2.9640 -1.6685 -1.6738 1.6646
C 3.2555 -1.6614 -3.1511 -1.7972
H -1.8960 -3.6599 -4.5623 0.3525
H -2.0343 -0.9442 3.0295 0.2264
C 0.9384 4.2209 3.8642 -1.5549
C -0.9387 3.8686 2.2515 -1.3824
C -2.7176 -0.1987 2.5983 -1.1643
H 4.1222 -0.1027 2.8673 0.6240
H 0.1320 -4.6128 -3.3048 0.3813
H 2.0687 1.9154 5.2176 0.3803
H 0.3013 5.0590 4.1838 0.5525
H 1.4528 -3.5748 -2.7763 0.6152
H -4.4518 -1.6256 -2.7812 0.5437
H 3.0971 0.0601 1.4327 -0.2618
C 0.0278 3.1570 3.2133 1.5337
N 1.2878 -1.3516 0.0475 -0.3556
H 2.9849 -3.0717 -0.0068 0.3306
H 2.3405 -0.8765 4.4019 0.5762
H -6.6108 2.0209 2.6295 0.2198
C -0.6821 -2.3146 1.0744 -0.0695
H -2.4499 -4.2943 -2.9412 0.2450
H -1.5352 4.5901 2.8292 0.5857
H -3.1240 -0.4577 -2.8852 0.2821
H -1.2881 0.1167 -2.2717 0.3873
H -0.6723 -3.2134 -5.7467 0.5054
H 3.6271 1.1493 4.8987 0.5259
C 1.4730 -1.3843 -1.1991 1.0124
H -6.3421 0.8725 3.8983 0.2270
H -2.6886 1.8501 -0.0494 0.3700
C 1.5889 2.9075 -2.7847 -1.0960
H 1.2684 -3.9764 -4.5117 0.4589
C 3.2905 -3.0350 -1.0607 -1.5774
C 2.8231 1.7455 4.4377 -1.8439
H -4.9602 2.4296 0.8700 0.4086
H 3.8963 -0.5773 -0.0237 0.4938
C 2.2773 0.9469 3.2460 1.5949
H 4.2985 -1.9587 -3.3110 0.5730
H -0.1555 1.8839 5.0113 0.2875
H 3.4822 0.4177 -1.4297 0.3254
H -1.4908 1.7073 3.8452 -0.0008
N -2.2833 0.4373 1.4654 2.0937
H 2.7411 -3.8381 -1.5631 0.3642
H -1.7894 -1.9825 -5.1859 0.5135
H 1.4495 3.8514 4.7590 0.3840
H -0.1420 -0.5242 -4.7229 0.4417
H -2.4189 -4.3928 -1.1766 0.3599
C -2.8612 -3.8564 -2.0274 -1.6892
C 0.7290 -3.7313 -3.5845 -2.4093
Zr -0.2451 -0.0148 0.5597 -0.6843
C 0.9025 1.7112 -2.9553 -0.4511
H -3.1833 -1.8651 -3.9711 0.4116
H 4.8859 -0.6673 -1.4816 0.5057
H -2.7644 -2.3978 0.3113 0.2418
H 3.1352 -0.6599 -3.5675 0.4384
C 1.8892 2.9792 1.0354 -2.4943
C -0.1693 -2.4971 -3.8011 3.0173
H 0.5782 1.3673 -3.9412 0.5452
C -1.2160 -2.8567 -4.8563 -1.9037
H 4.3641 -3.2584 -1.1262 0.4710
H 2.6421 -2.3616 -3.7072 0.0727
H 1.1752 -0.7956 -3.6049 -0.1489
H 3.2665 2.7024 4.1311 0.3653
C -3.0847 1.3762 0.8569 -0.7593
```

Its net charge is +3. The calculation puts the energy at -2352.771001 hartree. Its energy above the lowest of the compared OMol25 structures with the same formula, charge and spin is 85.2 kcal/mol. The calculation puts the molar mass at 691.029 g/mol.


Computed, not measured: an isolated molecule of C4H8N4 at a distorted geometry, with ωB97M-V with the def2-TZVPD basis set.

```
16
Properties=species:S:1:pos:R:3:mulliken_charge:R:1
N 1.5461 -0.5262 -0.0654 -0.1702
H 0.4166 2.1212 1.5372 0.3293
H 3.5145 0.1484 -0.5210 0.2985
H -2.2805 -1.7165 0.9682 0.3237
N -0.2380 1.5821 -0.3735 -0.5252
H 2.7435 -1.2784 -1.4828 0.2369
C -1.5093 -0.9324 0.8263 -0.7329
H -0.4724 -1.3412 0.8742 0.2719
C 0.4743 1.3001 0.7911 -0.0986
H -1.4375 1.1643 -1.9166 0.3477
C 2.6476 -0.5103 -0.6938 -0.3342
N 1.4050 0.4382 0.9657 -0.4361
H -2.3764 -0.7653 -1.0900 0.2499
C -1.1159 0.7996 -0.9382 0.1409
N -1.6758 -0.3404 -0.4908 -0.1611
H -1.6419 -0.1433 1.6095 0.2597
```

The SMILES is C=N/N=C\N=C/NC. The calculation puts the energy at -376.163522 hartree. Its energy above the lowest of the compared OMol25 structures with the same formula, charge and spin is 53.3 kcal/mol. The calculation puts the molar mass at 112.136 g/mol.


Computed, not measured: a cluster of 2 separate species, C6H13NO in total at a distorted geometry, with ωB97M-V with the def2-TZVPD basis set.

```
21
Properties=species:S:1:pos:R:3:mulliken_charge:R:1
C 1.1114 2.2379 0.4127 -1.0884
H 2.2578 -1.2895 1.1994 0.3011
H 2.0441 1.8701 0.8075 0.3297
C 0.3730 1.0378 -0.1650 0.4084
H 1.5389 2.9582 -0.3678 0.2939
H -2.4088 0.3193 -1.7715 0.3030
C -0.8049 -2.1979 1.2415 -0.8092
H -1.0666 2.1105 -1.2344 0.3358
H 0.8075 0.1327 0.2382 0.1312
C -1.3804 -0.0517 -1.6341 -0.6311
H 2.7415 -0.0773 0.4230 0.3683
C -1.3976 -1.3378 0.4064 -0.1380
H -1.5291 -2.0825 -1.5082 0.2260
O 2.7512 -0.4689 1.3063 -0.6517
H -0.0317 -2.8485 0.7622 0.2786
C -0.6569 1.1377 -0.9652 -0.6094
H -0.9216 -0.0798 -2.6199 0.3503
N -1.1683 -1.3154 -0.9687 -0.2671
H -0.9333 -2.2365 2.3219 0.2641
H -1.9730 -0.5265 0.8417 0.3344
H 0.6467 2.7081 1.2740 0.2702
```

The SMILES is C=CNC/C=C/C.O. The calculation puts the energy at -366.328982 hartree. Its energy above the lowest of the compared OMol25 structures with the same formula, charge and spin is 65.8 kcal/mol. The calculation puts the molar mass at 115.176 g/mol.